Record 1
Molecular formula: C26H64CrF10N3O20S6
Method: DFT, wB97M-V/def2-TZVPD

Spin multiplicity: 4
Charge: 0
HOMO energy (spin up / spin down) in eV: -9.6 / -9.6

Each line ends with the Löwdin charge.
Positions of all 130 atoms, in Å:
Cr 0.53 -0.50 -2.87  0.967
N -0.34 -0.09 -1.16  -0.308
S -1.54 -0.58 -0.16  0.510
O -2.79 0.15 -0.07  -0.209
O -1.06 -1.31 0.99  -0.226
F -2.12 -1.82 -1.04  -0.192
S -0.22 1.25 -0.10  0.575
O 0.18 1.04 1.28  -0.214
O -0.93 2.45 -0.53  -0.221
F 1.23 1.58 -0.69  -0.192
N 1.56 0.74 -3.98  -0.351
S 2.63 0.43 -5.31  0.590
O 4.04 0.76 -5.14  -0.210
O 2.02 0.33 -6.60  -0.194
F 2.69 -1.10 -4.83  -0.199
S 1.83 2.31 -4.22  0.526
O 1.08 2.96 -5.33  -0.229
O 3.03 2.86 -3.64  -0.212
F 0.78 2.63 -3.08  -0.201
C -2.02 -3.15 -5.04  -0.561
F -2.57 -2.79 -3.86  0.107
F -2.47 -4.42 -5.40  0.112
F -2.42 -2.32 -5.97  0.165
S -0.08 -3.06 -4.91  0.755
O 0.50 -4.37 -5.23  -0.248
O 0.18 -2.05 -5.90  -0.278
N 0.33 -2.39 -3.28  -0.358
S 0.26 -3.79 -2.44  0.641
O 0.14 -3.41 -1.03  -0.293
O -0.63 -4.86 -2.83  -0.251
C 2.08 -4.49 -2.57  -0.604
F 2.08 -5.83 -2.60  0.160
F 2.72 -3.92 -3.59  0.130
F 2.71 -4.14 -1.45  0.135
C -5.80 0.06 3.44  -0.042
C -5.47 -1.30 2.72  -0.473
C -5.99 -1.28 1.31  -0.064
O -4.06 -1.53 2.74  -0.062
H -5.44 0.91 2.86  0.056
H -5.42 0.13 4.45  0.076
H -6.87 0.25 3.37  0.069
H -5.96 -2.07 3.32  0.130
H -5.73 -2.21 0.82  0.067
H -5.56 -0.51 0.68  0.076
H -7.07 -1.14 1.35  0.082
H -3.96 -2.45 2.48  0.020
C 3.22 -1.82 2.91  -0.036
C 2.58 -2.70 1.78  -0.440
C 1.50 -3.64 2.28  -0.035
O 1.88 -1.83 0.94  -0.094
H 3.80 -1.00 2.48  0.057
H 3.93 -2.31 3.57  0.080
H 2.48 -1.30 3.53  0.079
H 3.40 -3.12 1.18  0.136
H 0.61 -3.09 2.59  0.075
H 1.94 -4.17 3.13  0.086
H 1.16 -4.30 1.48  0.077
H 1.46 -1.15 1.47  0.078
C 2.65 4.02 0.86  -0.059
C 4.03 4.54 1.22  -0.475
C 5.06 3.70 0.43  -0.054
O 4.13 5.87 0.76  -0.041
H 2.40 4.08 -0.20  0.085
H 1.80 4.43 1.40  0.070
H 2.53 2.95 1.03  0.054
H 4.20 4.44 2.29  0.123
H 6.02 4.20 0.35  0.076
H 4.72 3.59 -0.60  0.080
H 5.17 2.79 1.01  0.070
H 4.93 6.30 1.06  0.089
C 1.18 2.79 4.45  -0.038
C 2.37 2.55 5.39  -0.482
C 3.58 2.01 4.65  -0.055
O 2.67 3.83 5.92  -0.048
H 1.02 1.93 3.80  0.064
H 1.32 3.67 3.82  0.070
H 0.30 3.02 5.06  0.080
H 2.13 1.83 6.18  0.132
H 4.34 1.68 5.35  0.081
H 3.92 2.68 3.85  0.069
H 3.36 1.08 4.13  0.056
H 3.51 3.79 6.37  0.085
C -2.30 2.18 -3.71  -0.019
C -2.42 0.66 -3.57  -0.416
C -3.54 0.21 -4.56  -0.024
O -1.19 0.11 -3.98  -0.112
H -3.28 2.66 -3.71  0.096
H -1.82 2.52 -4.63  0.093
H -1.69 2.52 -2.88  0.058
H -2.77 0.35 -2.58  0.125
H -3.24 0.51 -5.56  0.097
H -4.53 0.59 -4.33  0.097
H -3.72 -0.87 -4.53  0.061
H -1.21 0.31 -4.92  0.121
C 4.02 0.21 -0.41  -0.032
C 3.52 -0.39 -1.70  -0.415
C 4.47 -1.55 -2.12  -0.013
O 2.21 -0.96 -1.64  -0.122
H 4.79 0.95 -0.63  0.089
H 4.35 -0.60 0.25  0.078
H 3.29 0.80 0.14  0.069
H 3.58 0.44 -2.41  0.114
H 4.19 -1.96 -3.09  0.063
H 4.42 -2.33 -1.36  0.077
H 5.51 -1.26 -2.24  0.096
H 2.27 -1.46 -0.82  0.067
C -2.69 -5.15 0.52  -0.032
C -3.11 -5.06 1.98  -0.483
C -2.06 -4.34 2.81  -0.043
O -4.22 -4.24 2.14  -0.061
H -2.98 -4.24 -0.01  0.079
H -3.25 -5.98 0.08  0.077
H -1.65 -5.38 0.31  0.078
H -3.37 -6.05 2.36  0.137
H -1.85 -3.36 2.39  0.067
H -1.10 -4.84 2.88  0.072
H -2.41 -4.26 3.84  0.091
H -4.85 -4.54 1.47  0.105
C -3.07 3.29 1.97  -0.057
C -2.91 4.77 2.26  -0.464
C -1.78 5.38 1.46  -0.063
O -4.14 5.47 1.94  -0.054
H -3.39 3.12 0.94  0.077
H -3.81 2.80 2.60  0.071
H -2.13 2.75 2.11  0.069
H -2.67 4.89 3.31  0.137
H -1.75 6.46 1.61  0.079
H -1.91 5.25 0.39  0.078
H -0.77 5.06 1.73  0.067
H -4.38 5.24 1.04  0.077

---

Record 2
Molecular formula: C5H13N2
Method: DFT, wB97M-V/def2-TZVPD

Charge: +1
ΔE to the lowest compared entry with this formula, charge and spin in kJ/mol: 224.0
HOMO energy in eV: -14.7

Each line ends with the Löwdin charge.
Positions of all 20 atoms, in Å:
C 1.40 1.35 -0.93  -0.043
C 2.16 -0.91 -0.20  -0.056
C -1.90 -0.02 -0.02  -0.233
C 2.11 -2.08 0.71  -0.024
C -3.32 0.50 -0.38  -0.063
N 1.41 0.16 -0.10  0.000
N -1.12 0.58 0.80  0.056
H 0.76 2.06 -0.34  0.105
H 2.38 1.80 -1.10  0.100
H 2.93 -0.85 -0.96  0.142
H -1.59 -0.87 -0.58  0.096
H 1.42 -1.81 1.48  0.072
H 3.13 -2.23 1.19  0.126
H 1.89 -3.05 0.11  0.138
H -3.42 1.46 0.25  0.094
H -4.15 -0.19 -0.05  0.086
H -3.38 0.69 -1.53  0.117
H 0.44 0.13 0.44  0.093
H -1.65 1.34 1.27  0.094
H 0.86 1.25 -1.87  0.098

---

| no. | calculated total energy (eV) |
| --- | --- |
| 1 | -194018.78718 |
| 2 | -8368.48891 |